24
Properties=species:S:1:pos:R:3:forces:R:3 method="wB97M-V/def2-TZVPD" total_energy_ev=-24372.788 homo_lumo_gap_ev=8.58 smiles="COC(=O)/N=C(/C(C)=O)P(C)C"
C 3.41845 1.48696 -0.02535 0.190 0.430 0.349
O 2.04591 1.07930 0.16910 1.237 0.887 2.009
C 1.71965 1.16201 1.50413 1.033 0.376 -1.840
O 2.52585 1.48835 2.34034 -1.148 -0.462 0.154
N 0.38089 0.96698 1.63611 -3.718 -2.195 0.542
C -0.40127 0.11012 0.98203 4.276 1.507 0.293
C -1.82349 0.12961 1.33898 -0.572 -0.004 1.714
C -2.14883 0.02939 2.83055 -1.656 -0.860 -1.099
O -2.58564 0.41149 0.46900 -1.292 0.059 -1.017
P 0.29422 -0.86677 -0.49447 -0.423 1.626 -0.195
C -1.10546 -1.79061 -1.14719 -0.637 -0.711 -2.195
C 0.05794 0.58427 -1.73489 0.894 -0.288 2.213
H 4.05279 1.32593 0.92110 -0.754 -0.673 -2.036
H 3.50290 2.56462 -0.17785 -0.491 0.194 0.067
H 3.55320 1.05230 -1.00466 1.356 -0.502 0.120
H -1.82324 0.99662 3.11149 0.233 1.021 1.043
H -1.57037 -0.71494 3.31477 0.970 -0.524 0.422
H -3.21184 -0.19456 3.13464 0.960 0.653 -0.902
H -0.72119 -2.49289 -1.95936 -0.179 0.699 1.138
H -1.85354 -1.17429 -1.69885 0.402 -0.308 0.833
H -1.58442 -2.40033 -0.41416 -0.453 -0.513 0.495
H 0.50135 1.47149 -1.29193 0.778 -0.232 -0.561
H -0.92755 0.92600 -1.89734 -1.475 -0.557 -0.332
H 0.53592 0.14565 -2.57310 0.468 0.379 -1.216

***

109
Properties=species:S:1:pos:R:3:forces:R:3 method="wB97M-V/def2-TZVPD" total_energy_ev=-184154.373 total_charge=-1 homo_lumo_gap_ev=3.83
Mg -23.88521 5.22357 -16.62960 -0.237 -1.928 0.177
C -19.42735 3.82300 -14.58441 2.432 -0.277 -1.888
F -18.58583 2.83748 -14.10871 -1.705 1.416 -0.743
F -19.73116 4.65405 -13.62180 -0.666 -0.504 0.108
F -18.72185 4.56312 -15.52101 -1.292 -1.335 1.506
S -21.03158 2.95421 -15.45070 -1.027 0.142 0.422
O -20.79847 1.54616 -15.69266 0.605 1.998 -0.229
O -22.11663 3.23998 -14.55106 -0.113 0.913 -0.013
N -21.41908 3.97496 -16.90111 0.232 -1.001 3.459
S -20.46321 3.29612 -17.96852 2.372 -0.898 -6.671
O -19.01109 3.28476 -17.77428 -2.008 -0.346 1.252
O -21.05302 2.10667 -18.59635 0.432 1.729 1.248
C -20.44098 4.65662 -19.40412 1.009 -1.794 0.338
F -19.60664 5.64026 -19.09959 0.096 -0.364 -0.261
F -20.08545 4.09566 -20.62599 -0.582 0.894 2.135
F -21.64199 5.16788 -19.48876 -1.644 0.644 -0.616
C -28.27205 2.70632 -15.94691 -0.223 -1.231 0.750
F -29.08906 1.78372 -15.35413 1.244 1.352 -0.572
F -28.15146 2.34388 -17.24080 0.084 0.782 1.161
F -28.78879 3.92095 -15.81014 0.218 -0.781 -0.581
S -26.47262 2.64852 -15.07783 2.390 -1.223 0.965
O -26.44041 1.93869 -13.81310 -1.463 1.636 -0.970
O -25.53758 2.01779 -15.98631 -0.857 1.459 -1.050
N -25.98983 4.34309 -14.98342 -0.862 -1.192 -0.192
S -26.85252 5.09752 -13.82034 -2.529 1.119 3.884
O -27.23399 6.47818 -14.09835 1.563 -1.386 -0.740
O -27.97158 4.33988 -13.18684 2.818 0.574 -1.985
C -25.60480 5.26787 -12.27433 0.121 -0.956 0.272
F -26.24668 5.82922 -11.21820 0.723 -0.321 -1.568
F -25.15272 4.04541 -11.84802 -0.622 1.489 -0.861
F -24.50913 6.00917 -12.61163 -1.113 -0.471 0.252
C -22.24235 14.95701 -17.51962 -1.723 -2.405 0.038
F -22.82488 14.63025 -16.33036 0.572 -0.018 -0.280
F -22.76866 16.09607 -17.86766 -0.495 1.249 -0.841
F -20.96568 15.08839 -17.37384 1.283 0.141 0.284
S -22.69476 13.50015 -18.75156 -0.469 0.997 2.055
O -24.09318 13.22988 -18.49601 0.528 0.139 -0.267
O -22.33292 14.00669 -20.07882 -0.268 -1.164 1.789
N -21.81780 12.24695 -17.83694 -0.619 2.188 -4.051
S -20.57755 11.97217 -18.83508 2.577 1.362 0.541
O -19.84637 13.18396 -19.29975 -1.689 -2.500 0.166
O -19.74358 11.01979 -18.14798 -0.172 -0.794 -0.503
C -21.33423 11.00109 -20.41669 0.295 1.744 0.515
F -22.55851 10.61037 -20.01251 0.554 -0.565 -0.612
F -21.50238 11.83652 -21.47543 0.367 -1.129 0.782
F -20.57597 9.95632 -20.80477 -0.794 0.634 0.390
C -26.21909 1.20164 -22.20216 -0.667 -0.762 1.096
C -24.85227 1.72519 -21.83631 -0.651 0.922 -1.920
O -24.96332 3.13298 -22.01429 0.539 1.683 1.382
H -26.66430 1.72520 -23.04820 0.427 -0.267 -0.357
H -26.90102 1.43932 -21.38571 -0.078 -0.048 0.175
H -26.25311 0.11813 -22.31591 -0.009 -0.008 -0.271
H -24.11518 1.39930 -22.57019 0.330 -0.540 0.422
H -24.54800 1.56571 -20.80186 0.015 -0.159 -0.240
H -25.17346 3.44072 -22.89902 0.063 -0.687 -0.150
C -15.30650 8.08473 -19.11379 0.441 -1.217 -0.661
C -14.34629 8.39309 -20.30651 -0.507 -0.457 1.465
O -13.74610 7.24116 -20.91632 -0.764 -0.166 0.264
H -14.90069 7.33208 -18.43782 0.522 0.264 0.200
H -16.22703 7.58871 -19.42150 -0.194 0.396 -0.374
H -15.54075 8.99517 -18.56214 0.043 -0.026 -0.148
H -13.51790 8.93067 -19.84511 -0.148 0.783 -0.417
H -14.98610 8.94151 -20.99786 0.608 0.369 -0.323
H -13.25337 7.54127 -21.68361 -0.022 0.053 0.001
C -19.83970 -1.45609 -11.63036 0.145 -0.416 0.477
C -21.16929 -2.05700 -12.06382 -0.347 1.193 -1.368
O -21.27000 -2.39305 -13.47233 0.744 -0.986 0.525
H -19.40428 -0.80085 -12.38481 -0.226 0.226 0.162
H -19.06214 -2.16053 -11.33497 -0.089 -0.497 -0.475
H -20.02606 -0.95883 -10.67846 -0.033 0.614 -0.138
H -21.92835 -1.27486 -12.07755 -0.118 0.125 1.405
H -21.45515 -2.87765 -11.40587 -0.126 -0.168 -0.455
H -21.41571 -1.55641 -13.91999 0.050 -0.063 -0.162
C -15.69508 7.89982 -13.89426 -1.125 -0.998 0.603
C -16.14252 7.93641 -12.40204 1.361 0.383 -1.432
O -15.72764 9.19424 -11.91316 -0.959 0.874 0.966
H -15.71744 6.86613 -14.23934 0.435 -0.104 -0.173
H -14.73072 8.37987 -14.06061 -0.023 -0.213 0.065
H -16.46715 8.38667 -14.49007 0.222 0.366 0.003
H -15.71300 7.16010 -11.76882 0.074 -0.342 -0.230
H -17.22710 7.83024 -12.37929 0.041 0.413 0.349
H -14.77306 9.29490 -11.92885 -0.033 -0.382 -0.160
C -18.21261 2.31437 -6.88540 0.452 -1.406 -1.445
C -18.79922 3.46904 -7.65877 -0.761 -0.297 2.209
O -18.14073 4.58397 -7.08333 -0.045 1.259 -0.508
H -17.16712 2.25929 -7.18874 0.195 -0.167 0.405
H -18.66988 1.37290 -7.18977 -0.055 -0.223 -0.015
H -18.29715 2.37751 -5.80052 -0.073 0.451 -0.179
H -19.83526 3.51436 -7.32313 -0.450 0.100 -0.636
H -18.77029 3.44268 -8.74806 0.412 -0.081 0.138
H -18.79235 4.95919 -6.48651 0.325 0.362 0.023
C -14.77869 3.28295 -24.52156 -0.913 -1.005 -0.154
C -16.13106 2.60198 -24.96051 1.134 1.929 0.358
O -15.92674 1.25080 -25.20735 0.198 -0.971 -0.407
H -14.80125 4.36383 -24.66050 -0.184 -0.049 0.236
H -13.98330 2.89031 -25.15503 -0.051 -0.034 -0.125
H -14.52214 3.01334 -23.49707 -0.058 0.212 0.035
H -16.42750 3.13773 -25.86229 -0.239 -0.074 -0.250
H -16.93073 2.71931 -24.22916 0.080 0.289 0.264
H -16.60948 0.98359 -25.82709 0.036 -0.294 0.050
C -26.45741 7.56645 -20.09580 -0.144 -0.019 0.195
C -26.72704 6.35207 -19.21379 -1.583 1.052 -0.517
O -25.53798 5.59150 -19.03640 0.009 -0.205 0.969
H -27.32983 7.79488 -20.70802 -0.148 0.257 0.301
H -25.66782 7.37688 -20.82293 0.202 -0.082 0.179
H -26.18593 8.40694 -19.45707 0.060 0.189 -0.390
H -27.50777 5.74564 -19.67291 0.265 -0.511 -0.311
H -27.25355 6.64549 -18.30561 0.831 0.004 0.545
H -25.54880 5.18836 -19.90759 1.220 -0.863 -0.072

***

64
Properties=species:S:1:pos:R:3:forces:R:3 method="wB97M-V/def2-TZVPD" total_energy_ev=-53987.168 homo_lumo_gap_ev=7.99 smiles="O=C(O)c1c(Cc2c[nH]c3ccccc23)ccc2c1OCO2.CNC(=O)[C@H](CCSC)NC(C)=O"
O -1.24417 -6.26491 0.99304 0.279 0.229 -1.860
C -1.36603 -5.74186 -0.10238 0.093 -0.853 1.932
O -1.00785 -6.34530 -1.26687 -0.279 0.371 0.804
C -1.97919 -4.39725 -0.20738 -0.375 0.907 -0.951
C -1.80358 -3.36215 0.76049 -0.412 0.466 -0.036
C -0.89065 -3.49267 1.96531 0.231 -0.287 -0.327
C 0.56376 -3.55009 1.56469 0.251 -0.189 -0.296
C 1.12500 -3.35898 0.32027 -0.262 -0.329 1.482
N 2.49951 -3.53875 0.43736 0.559 0.134 -0.768
C 2.83051 -3.85221 1.74535 0.222 0.019 -0.248
C 4.05377 -4.13332 2.35500 0.372 -0.132 0.396
C 4.07912 -4.43958 3.72205 -0.299 0.224 -0.832
C 2.88726 -4.46531 4.46168 -0.698 0.172 -0.398
C 1.66447 -4.18093 3.83957 0.714 -0.172 0.426
C 1.64911 -3.87040 2.47700 -1.044 0.124 0.064
C -2.44646 -2.12301 0.57421 0.161 -0.898 -0.402
C -3.24358 -1.88453 -0.54635 -0.234 -0.096 -0.519
C -3.37867 -2.88513 -1.49861 0.360 0.774 1.298
C -2.75799 -4.10467 -1.34160 0.419 0.768 1.369
O -3.02206 -4.89144 -2.42064 -0.262 -0.090 -0.480
C -3.89489 -4.11574 -3.26426 -0.315 0.091 -0.440
O -4.08290 -2.82714 -2.65572 0.016 -0.722 -0.563
H -1.38849 -5.81266 -1.98189 0.229 -0.296 -0.228
H -1.02563 -2.64186 2.63941 -0.192 0.057 -0.156
H -1.15300 -4.38350 2.54226 0.115 -0.011 -0.121
H 0.59019 -3.12187 -0.59445 0.526 -0.047 0.050
H 3.16867 -3.48523 -0.32855 -0.490 -0.036 0.488
H 4.97242 -4.12009 1.77830 -0.013 -0.008 0.060
H 5.02376 -4.66148 4.20923 -0.113 0.039 -0.118
H 2.91123 -4.71134 5.51870 -0.009 0.033 -0.132
H 0.73984 -4.21089 4.40622 0.071 0.006 -0.019
H -2.31994 -1.32853 1.30421 0.050 -0.203 -0.060
H -3.74453 -0.93265 -0.69146 0.059 -0.100 0.027
H -3.45549 -4.00116 -4.26019 0.195 0.066 0.235
H -4.85923 -4.62211 -3.37302 0.086 0.013 0.293
C 1.27720 8.78612 -0.75026 -0.175 -0.377 0.374
N 0.84415 7.39130 -0.83708 0.352 -0.115 -0.912
C 0.43541 6.64508 0.19520 -0.402 0.745 0.853
O 0.38267 7.08963 1.33828 0.042 -0.428 -0.138
C -0.01484 5.18979 -0.05077 0.407 -0.536 -0.425
C 1.19082 4.23141 -0.04446 0.396 -0.294 -0.075
C 0.78790 2.75307 0.01032 -0.310 0.197 -0.058
S 2.20899 1.62898 0.05415 0.291 0.116 0.050
C 1.39722 0.09136 0.56158 -0.197 0.352 -0.037
N -0.87913 4.95414 -1.22809 -0.340 0.158 1.129
C -0.59004 5.15546 -2.51566 0.282 -0.026 -1.046
C -1.69307 4.84802 -3.50032 0.071 -0.058 0.056
O 0.49176 5.55711 -2.92026 0.363 0.144 0.119
H 2.03218 8.98597 -1.51188 -0.113 -0.117 0.024
H 1.70695 8.98789 0.23370 -0.124 -0.099 -0.121
H 0.42535 9.45065 -0.90443 0.070 0.088 0.034
H 0.88368 6.93468 -1.74321 0.071 0.020 0.081
H -0.60944 4.93447 0.82737 -0.137 0.214 -0.121
H 1.80725 4.40362 -0.92741 0.016 0.104 -0.021
H 1.80025 4.44716 0.83420 0.005 0.155 0.010
H 0.18311 2.50826 -0.86312 -0.116 -0.056 0.008
H 0.19036 2.59096 0.90778 -0.085 -0.120 0.083
H 0.93490 0.22524 1.53951 -0.012 -0.088 0.006
H 0.63777 -0.18585 -0.16933 0.004 -0.117 0.035
H 2.14283 -0.70090 0.63068 0.003 0.139 -0.053
H -1.81069 4.62759 -1.03295 0.014 0.075 0.068
H -2.53034 5.52064 -3.32418 -0.159 -0.057 -0.044
H -2.01294 3.81510 -3.37817 -0.200 -0.045 -0.039
H -1.31456 4.99176 -4.51220 -0.029 0.003 0.188

***

52
Properties=species:S:1:pos:R:3:forces:R:3 method="wB97M-V/def2-TZVPD" total_energy_ev=-37890.225 homo_lumo_gap_ev=8.54 smiles="Cc1ccc(-n2c(C)cc(C(=O)Cn3nc(C(=O)O)c4ccccc4c3=O)c2C)cc1"
C -7.98852 -1.17696 -1.03505 0.004 -0.045 -0.072
C -6.59693 -0.76829 -0.66466 0.042 0.033 0.040
C -6.04954 0.41264 -1.15243 -0.021 -0.063 0.065
C -4.75790 0.78448 -0.83116 0.186 -0.087 0.068
C -3.98936 -0.02648 -0.00601 -0.540 -0.185 -0.149
N -2.67077 0.35030 0.33472 0.271 0.071 0.053
C -2.33644 1.47765 1.05851 0.160 0.440 0.385
C -3.36761 2.41595 1.57617 -0.003 -0.012 -0.093
C -0.98316 1.50028 1.20192 -0.161 -0.087 -0.115
C -0.45847 0.35013 0.54024 -0.845 -0.248 -0.149
C 0.91764 -0.04700 0.40348 0.321 0.079 0.062
O 1.29212 -1.06753 -0.14532 -0.370 0.014 -0.232
C 1.92424 0.92277 1.04177 -0.111 -0.097 -0.082
N 3.27562 0.58157 0.66871 0.120 0.470 -0.162
N 3.58229 -0.68977 0.80090 0.877 -0.948 0.241
C 4.72221 -1.16598 0.40728 -0.594 0.448 0.263
C 4.82255 -2.65215 0.57269 -0.027 0.047 0.074
O 5.85630 -3.26737 0.57285 -0.101 0.037 -0.034
O 3.64000 -3.24532 0.71587 -0.187 -0.362 0.020
C 5.74092 -0.32323 -0.15721 0.035 0.512 -0.147
C 7.00425 -0.76999 -0.56276 0.039 -0.092 -0.008
C 7.90895 0.12054 -1.09446 -0.051 -0.013 0.013
C 7.58324 1.46880 -1.24116 -0.053 0.063 0.010
C 6.34502 1.92579 -0.85245 -0.101 0.021 0.039
C 5.41330 1.04029 -0.30631 0.362 -0.390 -0.069
C 4.10010 1.54225 0.09305 -0.137 0.135 0.045
O 3.71373 2.69019 -0.03137 0.125 0.056 -0.066
C -1.55070 -0.34250 0.01893 0.741 -0.114 -0.080
C -1.57029 -1.59152 -0.77847 0.002 -0.062 -0.126
C -4.52350 -1.21080 0.48618 0.116 0.177 -0.004
C -5.81518 -1.57362 0.15552 -0.016 0.054 -0.071
H -8.61163 -0.30673 -1.22624 -0.088 0.016 -0.008
H -8.44181 -1.77187 -0.24587 -0.083 -0.028 0.022
H -7.96760 -1.78181 -1.94216 -0.082 -0.040 -0.045
H -6.64102 1.04808 -1.79513 -0.068 0.070 -0.060
H -4.33736 1.69693 -1.22586 0.068 0.089 -0.027
H -2.94257 3.01411 2.37749 -0.005 0.030 0.044
H -4.22918 1.86980 1.95807 -0.070 0.056 0.071
H -3.71630 3.09288 0.79598 -0.096 0.063 0.015
H -0.42469 2.24911 1.72553 0.063 0.224 0.150
H 1.74855 1.94873 0.71128 -0.016 -0.176 0.122
H 1.80421 0.86261 2.12821 0.008 0.085 -0.047
H 2.91924 -2.58653 0.66016 0.217 0.040 0.014
H 7.25074 -1.81248 -0.44314 0.026 -0.043 0.007
H 8.88326 -0.22829 -1.40322 0.068 -0.048 -0.016
H 8.30505 2.15305 -1.66147 0.044 0.062 -0.028
H 6.06268 2.96260 -0.95520 -0.011 0.074 -0.016
H -0.65839 -1.65750 -1.36660 -0.046 -0.034 0.003
H -2.43979 -1.62205 -1.43263 -0.033 -0.050 -0.024
H -1.59645 -2.46431 -0.12518 -0.007 -0.103 -0.019
H -3.92677 -1.83662 1.13236 0.079 -0.045 0.073
H -6.22431 -2.49481 0.54364 -0.050 -0.092 0.050

***

Relative energy (zero: lowest compared OMol25 entry of this formula, charge and spin) values, unit kJ/mol, following the record order: 234.0, 465.0, 71.0, 30.3.